Record 1
The following is a quantum chemistry calculation of a single C11H11NO2 molecule, from OMol25.

Atoms and positions in Å:
1 C 3.43 0.17 0.37
2 C 2.95 1.48 0.13
3 C 2.63 -0.84 0.44
4 C 1.69 1.71 0.03
5 C 0.26 -1.65 0.54
6 C -0.63 0.96 -0.14
7 C 1.18 -0.68 0.34
8 C 0.70 0.73 0.08
9 C -2.90 0.28 0.47
10 C -1.18 -1.44 0.53
11 C -1.66 -0.18 -0.16
12 N -1.93 -0.37 -1.64
13 O -3.02 0.55 1.65
14 O -3.87 0.66 -0.35
15 H 4.53 -0.04 0.64
16 H 3.79 2.22 0.06
17 H 3.16 -1.79 0.55
18 H 1.20 2.73 -0.23
19 H 0.43 -2.71 0.81
20 H -0.98 1.91 -0.54
21 H -1.74 -2.30 0.17
22 H -1.34 -1.19 1.64
23 H -1.69 0.46 -2.07
24 H -3.63 0.42 -1.33
25 H -1.38 -1.10 -1.99

The frontier orbital gap is 7.37 eV. Its HOMO energy is -7.7229 eV. The value obtained for the max |F| is 5.6 eV Å⁻¹. As for the relative energy (zero: lowest compared OMol25 entry of this formula, charge and spin): 76.94 kcal/mol.

natural (NBO) atomic charge list, values in e, 8 entries: atom 1 (C): -0.22, atom 2 (C): -0.21, atom 3 (C): -0.17, atom 4 (C): -0.18, atom 5 (C): -0.10, atom 6 (C): -0.15, atom 7 (C): -0.11, atom 8 (C): -0.06



Record 2
The following is a quantum chemistry calculation of a single C11H11NO3 molecule, from OMol25.

Atoms and positions in Å:
1 C -3.09 -0.22 -0.06
2 C -2.71 -0.90 1.07
3 C -2.17 0.68 -0.69
4 C -1.45 -0.73 1.61
5 C -0.98 0.93 -0.04
6 C -0.67 0.23 1.10
7 C 2.75 -0.37 0.07
8 C 1.13 1.04 -1.36
9 C 0.21 1.82 -0.33
10 C 0.69 0.69 1.43
11 C 1.49 -0.27 -0.65
12 N 0.80 -1.38 -1.05
13 O 2.83 -1.61 0.61
14 O 3.66 0.45 0.03
15 O 0.97 1.88 0.90
16 H -4.01 -0.41 -0.60
17 H -3.27 -1.60 1.64
18 H -2.36 1.10 -1.76
19 H -1.05 -1.36 2.38
20 H 0.39 0.96 -2.23
21 H 2.05 1.59 -1.56
22 H 0.09 2.89 -0.70
23 H 1.23 0.26 2.39
24 H 2.07 -2.20 0.47
25 H 1.36 -2.19 -0.97
26 H 0.04 -1.28 -1.71

The frontier orbital gap (alpha / beta) is 6.97 / 7.00 eV. Its HOMO energy (alpha / beta) is -6.8277 / -6.8558 eV. The value obtained for the max |F| is 4.2 eV Å⁻¹. As for the relative energy (zero: lowest compared OMol25 entry of this formula, charge and spin): 83.38 kcal/mol.

natural (NBO) atomic charge list, values in e, 8 entries: atom 1 (C): -0.23, atom 2 (C): -0.20, atom 3 (C): -0.23, atom 4 (C): -0.20, atom 5 (C): 0.01, atom 6 (C): -0.13, atom 7 (C): 0.71, atom 8 (C): -0.46



Record 3
The following is a quantum chemistry calculation of a molecular structure, C11H12BrCaCl, from OMol25.

Atoms and positions in Å:
1 C -1.67 1.64 0.32
2 C -0.93 2.30 1.34
3 C 0.19 2.94 0.71
4 H -1.20 2.39 2.41
5 C 0.25 2.51 -0.65
6 C -0.94 1.76 -0.89
7 H -1.31 1.40 -1.85
8 H -2.68 1.21 0.45
9 H 1.05 3.41 1.25
10 H 1.01 2.73 -1.41
11 Ca 1.62 0.99 1.36
12 Br 1.29 -0.53 3.42
13 C 0.09 -2.88 -0.43
14 C -0.58 -2.25 -1.51
15 C -1.80 -1.79 -1.01
16 H -0.11 -2.01 -2.44
17 C -1.93 -2.15 0.34
18 C -0.76 -2.84 0.70
19 H -0.48 -3.11 1.70
20 H 1.10 -3.25 -0.42
21 H -2.46 -1.17 -1.55
22 H -2.70 -1.85 0.99
23 Cl 3.80 1.47 -0.13
24 C 2.96 0.00 -0.64
25 H 2.76 0.03 -1.77
26 H 3.44 -0.93 -0.29

The frontier orbital gap is 4.53 eV. Its HOMO energy is 0.3311 eV. Its net charge is -2. The value obtained for the max |F| is 2.5 eV Å⁻¹.

natural (NBO) atomic charge list, values in e, 8 entries: atom 1 (C): -0.30, atom 2 (C): -0.42, atom 3 (C): -0.50, atom 4 (H): 0.20, atom 5 (C): -0.40, atom 6 (C): -0.30, atom 7 (H): 0.20, atom 8 (H): 0.20



Record 4
The following is a quantum chemistry calculation of a molecular structure, C11H12ClGaGdI2O2P, from OMol25.

Atoms and positions in Å:
1 C -1.70 -1.04 3.74
2 C -2.95 -0.16 3.53
3 I -4.61 -0.43 4.85
4 C -2.97 0.78 2.47
5 I -4.73 1.97 2.21
6 Ga -1.37 1.09 1.16
7 C -1.02 -0.62 0.10
8 C 0.47 -0.94 -0.13
9 O 1.15 -1.35 0.78
10 C 1.20 -0.78 -1.50
11 C 2.54 -1.31 -1.73
12 C 3.26 -1.14 -2.97
13 C 2.66 -0.44 -4.06
14 C 1.23 0.09 -3.84
15 C 0.54 -0.09 -2.58
16 P 0.44 1.81 2.52
17 O 0.20 3.45 2.70
18 Cl 2.25 1.67 1.57
19 H -0.82 -0.50 4.16
20 H -1.98 -1.82 4.49
21 H -1.44 -1.60 2.80
22 H -1.80 2.29 0.21
23 H -1.48 -0.46 -0.91
24 H -1.53 -1.49 0.56
25 H 3.07 -1.86 -0.93
26 H 4.30 -1.54 -3.06
27 H 3.25 -0.30 -5.03
28 H 0.69 0.66 -4.71
29 H -0.48 0.31 -2.48
30 H 0.75 3.94 2.06
31 Gd 0.87 -0.20 -6.02

The frontier orbital gap (alpha / beta) is 5.58 / 4.29 eV. Its spin multiplicity is 8. The expectation value of S² is 16.41. Its HOMO energy (alpha / beta) is -11.9857 / -13.5436 eV. Its net charge is +2. The value obtained for the max |F| is 8.7 eV Å⁻¹.

Mulliken atomic charge list, values in e, 8 entries: atom 1 (C): -0.95, atom 2 (C): 0.14, atom 3 (I): 0.32, atom 4 (C): -0.08, atom 5 (I): 0.31, atom 6 (Ga): 0.14, atom 7 (C): -0.34, atom 8 (C): 0.02



Record 5
The following is a quantum chemistry calculation of a gas-phase ion, C11H12N (charge +1), from OMol25.

Atoms and positions in Å:
1 C 0.28 -1.08 0.39
2 C -0.99 -1.59 -0.05
3 C -0.95 0.53 -0.36
4 C 0.84 1.56 -1.20
5 C 1.36 0.75 0.11
6 C 1.52 -0.76 -0.14
7 C 0.03 0.41 0.85
8 C -1.90 -0.63 -0.26
9 C 2.61 -1.50 -0.68
10 C -0.22 0.89 2.28
11 C -3.35 -0.60 -0.47
12 N -0.54 1.06 -1.41
13 H 0.76 2.60 -1.01
14 H 1.43 1.12 -2.12
15 H 2.19 1.35 0.55
16 H 2.90 -2.19 0.12
17 H 3.49 -1.03 -0.99
18 H 2.22 -2.17 -1.62
19 H -0.77 0.15 2.81
20 H -0.51 1.85 2.32
21 H 0.70 0.88 2.75
22 H -3.94 -1.38 -0.02
23 H -3.49 -0.61 -1.63
24 H -3.68 0.38 -0.21

The frontier orbital gap (alpha / beta) is 8.14 / 6.10 eV. Its spin multiplicity is 3. The expectation value of S² is 2.01. Its HOMO energy (alpha / beta) is -12.6346 / -13.4591 eV. Its net charge is +1. The value obtained for the max |F| is 4.2 eV Å⁻¹. As for the relative energy (zero: lowest compared OMol25 entry of this formula, charge and spin): 41.67 kcal/mol.

natural (NBO) atomic charge list, values in e, 8 entries: atom 1 (C): -0.03, atom 2 (C): 0.22, atom 3 (C): 0.25, atom 4 (C): -0.22, atom 5 (C): -0.29, atom 6 (C): 0.26, atom 7 (C): -0.02, atom 8 (C): 0.07



Record 6
The following is a quantum chemistry calculation of a single C11H12N2O molecule, from OMol25.

Atoms and positions in Å:
1 C 1.23 1.69 -0.27
2 C -3.30 -0.26 0.32
3 C -2.82 -1.50 -0.09
4 C -2.34 0.85 0.43
5 C -1.59 -1.57 -0.72
6 C -1.07 0.80 -0.09
7 C -0.76 -0.47 -0.79
8 C 1.34 -1.65 -0.85
9 C 1.88 -1.31 0.48
10 C -0.07 1.78 -0.02
11 C 3.14 -1.24 0.78
12 N 2.39 2.02 -0.49
13 N -0.64 3.05 0.50
14 O 0.57 -0.62 -1.26
15 H -4.16 -0.07 0.89
16 H -3.35 -2.40 -0.11
17 H -2.62 1.69 0.98
18 H -1.34 -2.47 -1.31
19 H 2.23 -1.72 -1.49
20 H 0.90 -2.61 -0.87
21 H 1.16 -0.78 1.21
22 H 3.98 -1.60 0.13
23 H 3.56 -0.80 1.67
24 H 3.01 1.86 0.36
25 H 0.02 3.81 0.81
26 H -1.34 3.52 -0.20

The frontier orbital gap is 8.49 eV. Its HOMO energy is -7.6418 eV. The value obtained for the max |F| is 4.9 eV Å⁻¹. As for the relative energy (zero: lowest compared OMol25 entry of this formula, charge and spin): 110.06 kcal/mol.

natural (NBO) atomic charge list, values in e, 8 entries: atom 1 (C): 0.44, atom 2 (C): -0.21, atom 3 (C): -0.21, atom 4 (C): -0.18, atom 5 (C): -0.29, atom 6 (C): -0.09, atom 7 (C): 0.33, atom 8 (C): -0.09